(1)
Entry from the OMol25 dataset: a cluster of 2 separate species, CH4O2S in total at a distorted geometry (ωB97M-V with the def2-TZVPD basis set).

ORCA input file:
```
! wB97M-V def2-TZVPD RIJCOSX def2/J DEFGRID3
* xyz 0 3
C -1.668 -0.090 0.046
O 2.271 1.325 -0.226
O 3.009 -0.980 -0.228
S 3.047 0.279 0.360
H -1.876 0.350 -0.885
H -1.773 -1.168 -0.072
H -2.301 0.222 0.748
H -0.709 0.063 0.257
*
```

Calculated values
electronic energy = -588.99974 Eh
energy above the lowest of the compared OMol25 structures with the same formula, charge and spin = 5.7 kcal per mole
gap between HOMO and LUMO (spin up / spin down) = 9.29 / 8.06 eV

How is the electron density shared among the atoms? According to natural (NBO), the charges in e are:
1. C -0.822
2. O -0.719
3. O -0.764
4. S 1.484
5. H 0.209
6. H 0.205
7. H 0.205
8. H 0.203


(2)
Entry from the OMol25 dataset: a structure of composition C17H19NPRhS at a distorted geometry (ωB97M-V with the def2-TZVPD basis set).

ORCA input file:
```
! wB97M-V def2-TZVPD RIJCOSX def2/J DEFGRID3
* xyz 0 5
C -0.237 -3.625 -0.427
C 0.971 -3.883 0.368
C 0.616 -4.022 1.726
C -0.787 -3.890 1.860
C -1.377 -3.626 0.558
Rh -1.340 -1.671 -0.659
P -1.793 -1.741 -2.768
H -0.356 -3.911 -1.478
H 1.960 -3.979 -0.061
H 1.312 -4.231 2.541
H -2.411 -3.806 0.252
H -1.362 -4.001 2.773
H -3.093 -2.251 -3.074
H -0.957 -2.486 -3.661
H -1.810 -0.467 -3.421
N -0.824 -0.590 0.877
S -1.053 1.034 0.912
C 0.437 1.640 1.735
C 0.313 2.871 2.401
C 1.429 3.437 3.017
C 2.662 2.771 2.968
C 2.774 1.539 2.313
C 1.649 0.960 1.703
C -0.738 1.590 -0.767
C 0.477 1.358 -1.397
C 0.654 1.797 -2.712
C -0.375 2.475 -3.370
C -1.606 2.676 -2.735
C -1.798 2.231 -1.431
H -0.489 -0.991 1.750
H -0.658 3.362 2.416
H 1.335 4.396 3.530
H 3.540 3.217 3.445
H 3.734 1.023 2.268
H 1.724 -0.001 1.193
H 1.263 0.826 -0.871
H 1.606 1.608 -3.213
H -0.222 2.834 -4.390
H -2.422 3.179 -3.257
H -2.746 2.348 -0.914
*
```

Calculated values
electronic energy = -1563.75182 Eh
gap between HOMO and LUMO (spin up / spin down) = 4.48 / 6.46 eV

How is the electron density shared among the atoms? According to natural (NBO), the charges in e are:
1. C -0.401
2. C -0.113
3. C -0.334
4. C -0.137
5. C -0.365
6. Rh 0.573
7. P 0.134
8. H 0.235
9. H 0.215
10. H 0.225
11. H 0.233
12. H 0.217
13. H 0.018
14. H 0.010
15. H 0.053
16. N -1.170
17. S 1.004
18. C -0.260
19. C -0.210
20. C -0.209
21. C -0.219
22. C -0.219
23. C -0.190
24. C -0.347
25. C -0.271
26. C -0.205
27. C -0.318
28. C -0.238
29. C -0.237
30. H 0.387
31. H 0.224
32. H 0.218
33. H 0.216
34. H 0.216
35. H 0.222
36. H 0.209
37. H 0.209
38. H 0.206
39. H 0.210
40. H 0.213


(3)
Entry from the OMol25 dataset: a cluster of 8 separate species, C6H25NO8 in total at a distorted geometry (ωB97M-V with the def2-TZVPD basis set).

ORCA input file:
```
! wB97M-V def2-TZVPD RIJCOSX def2/J DEFGRID3
* xyz 0 1
O 2.263 2.240 3.462
C 1.939 1.195 2.945
C 2.711 0.594 1.834
C 1.842 0.311 0.584
C 0.927 -0.857 0.718
C 0.933 -1.854 -0.174
N 0.158 -3.012 -0.188
C 0.867 -4.289 -0.415
H 1.012 0.711 3.281
H 3.190 -0.392 2.065
H 3.595 1.190 1.576
H 2.568 0.238 -0.224
H 1.281 1.256 0.449
H 0.334 -0.907 1.638
H 1.716 -1.837 -0.931
H -0.385 -3.151 0.661
H 0.217 -4.853 -1.084
H 1.055 -4.877 0.479
H 1.802 -4.061 -0.954
H -1.566 -1.658 2.313
H -2.490 -2.910 2.303
O -1.629 -2.571 2.601
H -1.209 4.720 -1.635
H -0.474 3.424 -1.619
O -0.753 4.128 -2.248
H -3.786 0.637 -0.144
H -2.527 -0.227 -0.518
O -2.891 0.408 0.140
H -1.373 -0.812 -1.869
H -1.721 -2.147 -1.136
O -2.079 -1.519 -1.799
H -0.878 1.391 0.627
H -1.860 2.482 0.951
O -1.001 2.344 0.543
H -0.473 2.301 -4.734
H -0.597 2.759 -3.222
O -0.588 1.984 -3.818
H 0.029 0.435 -2.807
H -0.230 0.693 -1.314
O 0.048 0.004 -1.924
*
```

Calculated values
electronic energy = -900.23672 Eh
SMILES = CN/C=C/CCC=O.O.O.O.O.O.O.O
energy above the lowest of the compared OMol25 structures with the same formula, charge and spin = 40.7 kcal per mole
gap between HOMO and LUMO = 8.57 eV

How is the electron density shared among the atoms? According to natural (NBO), the charges in e are:
1. O -0.516
2. C 0.431
3. C -0.512
4. C -0.413
5. C -0.357
6. C 0.074
7. N -0.651
8. C -0.407
9. H 0.108
10. H 0.229
11. H 0.231
12. H 0.225
13. H 0.195
14. H 0.185
15. H 0.189
16. H 0.390
17. H 0.200
18. H 0.194
19. H 0.197
20. H 0.478
21. H 0.480
22. O -0.951
23. H 0.493
24. H 0.488
25. O -0.958
26. H 0.480
27. H 0.499
28. O -1.012
29. H 0.488
30. H 0.480
31. O -0.993
32. H 0.480
33. H 0.488
34. O -0.964
35. H 0.485
36. H 0.497
37. O -0.993
38. H 0.520
39. H 0.473
40. O -0.951


(4)
Entry from the OMol25 dataset: the molecule CH2FNO3S at a distorted geometry (ωB97M-V with the def2-TZVPD basis set).

ORCA input file:
```
! wB97M-V def2-TZVPD RIJCOSX def2/J DEFGRID3
* xyz 0 1
C 1.141 0.158 0.247
N 1.348 0.419 -0.928
O 0.020 -0.401 0.731
O -2.306 0.019 1.194
O -1.756 -1.547 -0.566
F -1.275 0.783 -0.744
S -1.425 -0.426 0.231
H 2.052 0.134 1.068
H 2.202 0.862 -1.232
*
```

Calculated values
electronic energy = -817.77830 Eh
SMILES = [H]/N=C/OS(=O)(=O)F
energy above the lowest of the compared OMol25 structures with the same formula, charge and spin = 33.7 kcal per mole
gap between HOMO and LUMO = 11.80 eV

How is the electron density shared among the atoms? According to natural (NBO), the charges in e are:
1. C 0.410
2. N -0.645
3. O -0.721
4. O -0.883
5. O -0.873
6. F -0.481
7. S 2.640
8. H 0.168
9. H 0.384


(5)
Entry from the OMol25 dataset: the ion C4H13N3 with charge -1 at a distorted geometry (ωB97M-V with the def2-TZVPD basis set).

ORCA input file:
```
! wB97M-V def2-TZVPD RIJCOSX def2/J DEFGRID3
* xyz -1 2
C -0.353 -1.087 1.201
N 0.475 -2.235 1.494
C 0.353 -0.087 0.244
C 1.757 0.304 0.577
N -0.480 1.138 0.132
C -0.781 1.460 -1.287
N -1.812 0.744 -1.803
H -0.416 -0.455 2.146
H -1.345 -1.422 0.691
H 0.209 -3.136 1.099
H 1.505 -2.120 1.511
H 0.300 -0.468 -0.717
H 2.151 -0.627 0.625
H 2.011 0.870 1.548
H 2.096 0.851 -0.340
H -1.274 1.253 0.781
H -0.771 2.684 -1.318
H 0.037 1.290 -1.919
H -2.164 1.247 -2.572
H -1.499 -0.203 -2.094
*
```

Calculated values
electronic energy = -324.33504 Eh
energy above the lowest of the compared OMol25 structures with the same formula, charge and spin = 47.1 kcal per mole
gap between HOMO and LUMO (spin up / spin down) = 2.84 / 8.52 eV

How is the electron density shared among the atoms? According to natural (NBO), the charges in e are:
1. C -0.257
2. N -0.916
3. C -0.188
4. C -0.643
5. N -0.712
6. C -0.284
7. N -1.023
8. H 0.155
9. H 0.200
10. H 0.349
11. H 0.360
12. H 0.140
13. H 0.179
14. H 0.192
15. H 0.211
16. H 0.357
17. H 0.151
18. H 0.127
19. H 0.330
20. H 0.273


(6)
Entry from the OMol25 dataset: the molecule C3H2N2O2 (ωB97M-V with the def2-TZVPD basis set).

ORCA input file:
```
! wB97M-V def2-TZVPD RIJCOSX def2/J DEFGRID3
* xyz 0 1
O -0.143 2.499 -1.024
C 0.481 1.508 -0.752
C -0.025 0.530 0.317
N 0.510 -0.780 0.100
C -0.439 -1.812 0.290
N 0.142 -1.715 1.373
O -0.744 0.856 1.221
H 1.428 1.233 -1.252
H -1.211 -2.320 -0.272
*
```

Calculated values
electronic energy = -375.37236 Eh
SMILES = O=CC(=O)N1C=N1
energy above the lowest of the compared OMol25 structures with the same formula, charge and spin = 87.3 kcal per mole
gap between HOMO and LUMO = 9.31 eV

How is the electron density shared among the atoms? According to natural (NBO), the charges in e are:
1. O -0.437
2. C 0.333
3. C 0.542
4. N -0.411
5. C 0.204
6. N -0.125
7. O -0.473
8. H 0.137
9. H 0.231